{
  "formula": "C19H13N9O3Pt",
  "method": "ωB97M-V with the def2-TZVPD basis set",
  "total_charge": 2,
  "energy_ev": -42695.190,
  "homo_ha": [-0.56757, -0.56877],
  "elements": ["Pt", "O", "C", "N", "C", "O", "C", "C", "C", "C", "C", "N", "C", "C", "C", "C", "C", "N", "H", "H", "H", "H", "H", "H", "H", "H", "N", "C", "N", "C", "N", "C", "C", "N", "C", "C", "N", "H", "H", "H", "H", "H", "O", "C", "N"],
  "xyz": [[-0.31807, -0.02268, 0.12678], [-1.01549, 1.39552, 4.12487], [-0.82495, 0.73614, 3.13933], [-0.40008, 1.23024, 1.93734], [-0.33385, 2.59156, 1.86321], [-0.53834, 3.35279, 2.76852], [0.03829, 3.07560, 0.47791], [0.04260, 4.44498, 0.23604], [0.43462, 4.87999, -1.02128], [0.82215, 3.94421, -1.96719], [0.77073, 2.59636, -1.63978], [0.36140, 2.18245, -0.44882], [-1.07888, -0.75369, 3.10277], [-1.69545, -1.33546, 4.20702], [-2.00571, -2.68547, 4.13725], [-1.65937, -3.39786, 2.99936], [-1.01444, -2.73808, 1.95797], [-0.74850, -1.44434, 2.02459], [-0.25313, 5.12035, 1.02515], [0.43797, 5.93534, -1.25235], [1.15709, 4.24376, -2.94790], [1.06551, 1.84568, -2.35772], [-1.92853, -0.72619, 5.06684], [-2.52089, -3.17162, 4.95547], [-1.87089, -4.45270, 2.91435], [-0.71897, -3.26531, 1.06201], [3.70691, -1.94899, -0.06268], [2.84100, -1.26366, 0.69464], [1.80194, -0.92647, -0.04808], [2.09519, -1.43421, -1.28735], [3.25092, -2.05626, -1.29895], [1.20084, -1.27546, -2.41551], [1.41116, -1.89306, -3.66235], [0.53651, -1.73668, -4.62019], [-0.52316, -0.98101, -4.44560], [-0.72161, -0.32499, -3.22786], [0.12997, -0.50134, -2.23110], [4.60078, -2.36270, 0.18118], [2.98520, -1.02354, 1.73068], [2.28236, -2.50623, -3.84834], [-1.23066, -0.89986, -5.25727], [-1.56481, 0.33298, -3.07426], [-3.82026, -1.22527, -1.98621], [-3.01041, -0.91813, -1.22092], [-2.17671, -0.63669, -0.41155]],
  "atomic_forces_ev_per_a": [[0.7700, 1.3111, 0.5981], [0.1327, -0.9212, -0.2470], [-0.7919, -1.3724, 1.2836], [0.1985, -2.1089, -1.7039], [0.0741, 2.1795, -1.2783], [0.3188, -0.1784, -0.8552], [-0.4011, 0.7898, 0.9172], [0.2652, -0.5531, -0.3001], [-0.0952, 0.0538, 0.1177], [0.0483, -0.2202, 0.2234], [0.1606, 0.0799, -0.8193], [-0.7520, -1.6125, 0.1614], [-0.3455, 0.7520, 1.0700], [0.2707, -0.2509, -0.5514], [-0.0269, 0.0788, 0.0369], [0.3083, 0.1971, -0.1427], [-0.2104, -0.8577, -0.1751], [0.0416, 0.8068, -1.5598], [0.0062, -0.0412, 0.1197], [0.0160, 0.0459, -0.0543], [0.0413, -0.0387, -0.0683], [-0.0583, -0.0358, -0.0079], [0.0156, 0.1476, -0.0062], [0.0193, -0.0121, -0.0125], [0.0136, -0.0475, -0.0735], [-0.0647, 0.0161, -0.0712], [-0.4382, 0.4391, 0.6291], [0.3184, -0.0880, 0.2515], [-0.5071, 0.8548, 0.4054], [0.6163, -0.2263, 0.4657], [-0.4673, -0.1345, -1.1106], [0.2053, -0.3513, -0.7386], [0.1283, 0.4828, 1.0491], [0.0460, -0.5947, -1.1221], [-0.0684, 0.4789, 0.6858], [-0.5252, 0.1056, -0.4717], [-0.1266, -0.4441, 1.7897], [-0.1215, 0.1097, 0.0688], [0.0474, -0.0014, 0.1703], [0.0661, -0.0429, 0.0666], [-0.0790, 0.1165, -0.0456], [-0.0871, -0.0522, 0.0794], [-0.6561, -0.3557, -0.5571], [0.3366, 0.7857, -0.1101], [1.3575, 0.7100, 1.8930]],
  "mulliken_charge": [1.9872, -0.5263, 0.2339, -0.1997, 0.2579, -0.5116, 0.4783, -0.7349, -0.2757, -0.9672, -0.0223, -0.0662, 0.4663, -0.6762, -0.3325, -0.8331, -0.0280, -0.0744, 0.5057, 0.4859, 0.4279, 0.5322, 0.5294, 0.4771, 0.4246, 0.4905, 0.0943, -0.3229, -0.3931, 0.3144, -0.5617, 0.2674, -0.4242, -0.4757, -0.5273, -0.5038, 0.3528, 0.2103, 0.5399, 0.5073, 0.4059, 0.7141, -0.4166, 0.6993, -0.5294]
}